Computed, not measured: a molecular structure, C15H22CaN3O5S3Te, with the ωB97M-V functional and the def2-TZVPD basis.

The geometry in XYZ format:
```
50
Properties=species:S:1:pos:R:3:forces:R:3
Ca -0.716 0.879 1.353 0.42 -0.33 -1.12
N -0.365 -1.629 2.219 0.03 0.49 0.19
C 0.943 -2.029 2.776 0.00 -0.11 -0.01
C 1.818 -0.802 3.021 -0.07 -0.12 -0.21
C 2.203 -0.181 1.670 0.11 0.06 0.11
O 3.109 -0.687 1.012 0.09 -0.02 0.10
O 1.495 0.825 1.309 0.06 0.16 -0.02
H -0.845 -1.053 2.916 -0.11 -0.22 0.20
H -0.962 -2.439 2.096 0.05 0.02 -0.18
H 1.449 -2.676 2.056 -0.06 -0.04 -0.01
H 0.813 -2.589 3.709 0.06 0.00 0.00
H 2.734 -1.096 3.533 -0.05 -0.06 0.05
H 1.260 -0.090 3.634 0.11 0.07 0.02
C -1.508 -1.485 -1.229 -0.12 0.07 -0.01
Te 0.623 -1.620 -1.161 0.23 -0.15 0.16
C 0.379 -2.439 -3.119 -0.07 -0.02 -0.19
C -1.023 -2.993 -3.161 -0.01 0.04 0.03
C -1.417 -3.942 -4.099 0.01 0.01 -0.01
C -2.723 -4.408 -4.127 -0.01 -0.02 -0.01
C -3.649 -3.919 -3.216 -0.01 -0.01 0.00
C -3.264 -2.975 -2.277 0.00 0.00 0.01
C -1.953 -2.512 -2.238 0.00 0.00 -0.01
H -1.800 -0.479 -1.539 0.02 -0.01 -0.02
H -1.939 -1.665 -0.244 0.01 -0.03 -0.01
H 1.128 -3.206 -3.308 -0.01 -0.02 0.03
H 0.500 -1.652 -3.865 0.01 0.00 0.00
H -0.691 -4.322 -4.808 0.00 0.00 -0.01
H -3.015 -5.154 -4.855 0.00 0.00 0.00
H -4.671 -4.279 -3.233 0.00 -0.01 0.00
H -3.981 -2.595 -1.559 0.00 0.00 0.00
S -0.576 2.228 -1.367 0.10 -0.17 0.22
C 0.731 3.054 -0.647 -0.32 0.41 -0.22
N 1.980 2.918 -1.104 0.04 -0.16 0.06
C 3.156 3.471 -0.435 -0.01 0.04 -0.04
C 2.835 3.784 1.016 -0.10 -0.05 -0.06
C 1.566 4.617 1.068 -0.03 0.09 -0.09
N 0.500 3.946 0.328 0.11 -0.30 0.30
H 2.093 2.124 -1.714 0.03 0.01 0.02
H 3.472 4.379 -0.961 0.04 -0.01 0.02
H 3.960 2.740 -0.504 -0.03 -0.03 0.01
H 3.665 4.314 1.485 -0.02 0.02 -0.03
H 2.660 2.849 1.540 0.03 -0.11 0.08
H 1.742 5.605 0.627 0.00 0.01 0.04
H 1.222 4.765 2.090 0.00 -0.05 0.00
H -0.419 3.888 0.751 -0.06 0.11 -0.07
O -3.307 2.468 4.032 -0.10 -0.02 0.04
S -2.503 1.813 3.040 0.04 -0.08 -0.17
O -1.418 0.923 3.599 -0.31 0.27 -0.05
O -1.757 2.771 2.132 -0.38 -0.19 0.42
S -3.535 0.557 1.757 0.32 0.44 0.42
```
Positions in Å, forces in eV/Å.

Summary:
Kohn-Sham gap: 7.16 eV
LUMO level: 2.25 eV
Net charge: -1

Löwdin atomic charge list, values in e, 4 entries: Ca 1.05; N -0.04; C -0.26; C -0.11

Computed, not measured: a molecular structure, C4H6BiO2, with the ωB97M-V functional and the def2-TZVPD basis.

The geometry in XYZ format:
```
13
Properties=species:S:1:pos:R:3:forces:R:3
O -2.488 -0.149 -0.594 0.83 0.02 -0.23
C -1.563 0.871 -0.317 0.30 2.30 -4.04
H -2.670 -0.148 -1.539 -0.23 -0.11 0.00
H -1.890 1.421 0.575 0.34 0.37 -0.52
C -0.168 0.566 -0.437 4.31 -4.72 3.44
C 0.545 0.114 0.673 -0.40 1.18 0.59
C 1.481 -1.096 0.626 -0.47 -1.23 1.37
O 2.576 -0.923 -0.235 0.81 -2.47 0.66
Bi 2.224 0.800 -0.969 -1.67 3.20 -2.01
H 0.271 0.480 1.676 -0.33 -0.59 -0.22
H -1.031 1.355 -1.441 -3.77 1.32 1.59
H 0.886 -1.984 0.323 0.24 0.47 0.04
H 1.826 -1.308 1.661 0.02 0.26 -0.68
```
Positions in Å, forces in eV/Å.

Summary:
Energy above the lowest of the compared OMol25 structures with the same formula, charge and spin: 372.48 kJ/mol
Kohn-Sham gap (spin up / spin down): 6.55 / 6.55 eV
LUMO level (spin up / spin down): -6.46 / -6.46 eV
Net charge: +1

Löwdin atomic charge list, values in e, 4 entries: O 0.00; C -0.27; H 0.11; H 0.15

Computed, not measured: 2 unconnected molecules or ions with the total composition C9H14, with the ωB97M-V functional and the def2-TZVPD basis.

The geometry in XYZ format:
```
23
Properties=species:S:1:pos:R:3:forces:R:3
C 0.202 1.170 2.581 0.53 1.42 0.15
C -0.314 1.051 1.167 -3.11 1.01 1.15
C -1.767 1.148 1.122 2.45 -0.05 -0.31
C -2.334 1.412 -0.077 -1.41 -0.44 -0.16
C -1.552 1.348 -1.245 -0.01 1.10 -0.82
C -0.178 1.477 -1.237 -0.44 -1.17 1.90
C 0.437 1.307 0.042 0.14 -1.00 0.22
H 1.251 1.446 2.537 0.41 -0.55 0.34
H -0.032 0.432 3.335 0.21 -0.86 -0.34
H -0.236 2.073 3.063 0.01 -0.27 -0.60
H -2.342 1.047 2.028 -0.05 0.22 0.15
H -3.417 1.668 -0.050 0.78 -0.63 -0.67
H -2.005 1.258 -2.222 -0.40 0.49 0.01
H 0.323 1.612 -2.176 0.51 -0.19 -0.07
H 1.472 1.083 0.291 0.41 0.87 -0.96
C 1.941 -2.091 -1.125 0.80 0.98 1.24
C 0.640 -2.877 -1.097 0.01 1.10 -2.40
H 2.134 -1.602 -0.139 0.43 -1.60 0.22
H 2.715 -2.772 -1.512 0.27 0.72 0.54
H 2.039 -1.083 -1.559 -0.85 -0.68 -1.48
H 0.397 -3.116 -2.145 0.40 -0.58 0.04
H -0.183 -2.150 -1.000 -0.14 -0.85 1.57
H 0.811 -3.842 -0.581 -0.96 0.95 0.30
```
Positions in Å, forces in eV/Å.

Summary:
Energy above the lowest of the compared OMol25 structures with the same formula, charge and spin: 188.81 kJ/mol
Kohn-Sham gap: 9.71 eV
LUMO level: 0.90 eV
SMILES: Cc1ccccc1.CC

Löwdin atomic charge list, values in e, 4 entries: C -0.07; C -0.27; C -0.06; C -0.10

Computed, not measured: 5 unconnected molecules or ions with the total composition C2H15N2O3, with the ωB97M-V functional and the def2-TZVPD basis.

The geometry in XYZ format:
```
22
Properties=species:S:1:pos:R:3:forces:R:3
C -0.975 2.186 -0.280 0.87 2.28 -0.28
N 0.399 1.845 -0.575 -0.12 -2.55 0.39
C -1.637 1.314 0.757 2.48 0.20 2.12
N -3.029 1.403 0.852 -1.98 -0.34 -1.79
H -0.834 3.291 0.020 -1.12 -1.55 -0.10
H -1.600 2.151 -1.161 -0.54 0.24 -0.51
H 0.883 2.582 -1.030 0.36 0.20 -0.56
H 0.559 0.889 -0.993 0.00 1.76 0.59
H -1.334 0.285 0.564 0.41 -0.51 -0.26
H -1.170 1.513 1.746 -0.18 0.01 -0.50
H -1.398 -0.354 -1.153 -0.08 0.00 -0.20
H -3.407 0.740 0.143 -0.40 0.96 1.30
H -3.468 1.364 1.760 0.21 -0.34 -0.24
H 2.514 -1.506 -0.182 -0.42 1.26 -0.32
H 1.053 -1.366 -0.106 0.03 0.60 0.13
O 1.828 -0.786 -0.253 0.71 -2.01 0.21
H 4.855 -2.544 0.628 0.52 0.15 0.33
H 5.006 -3.389 -0.669 -0.01 0.21 0.27
O 4.377 -2.942 -0.090 -0.59 -0.28 -0.56
H -0.974 -1.776 -0.658 1.79 -1.75 1.61
H -1.196 -2.507 0.652 0.68 -0.21 0.09
O -0.454 -2.394 0.028 -2.62 1.68 -1.71
```
Positions in Å, forces in eV/Å.

Summary:
Energy above the lowest of the compared OMol25 structures with the same formula, charge and spin: 85.41 kJ/mol
Kohn-Sham gap (spin up / spin down): 9.21 / 6.40 eV
LUMO level (spin up / spin down): 0.77 / -2.02 eV
2S+1: 2

Löwdin atomic charge list, values in e, 4 entries: C -0.33; N -0.02; C -0.38; N -0.01

Computed, not measured: 5 unconnected molecules or ions with the total composition H9O4S, with the ωB97M-V functional and the def2-TZVPD basis.

The geometry in XYZ format:
```
14
Properties=species:S:1:pos:R:3:forces:R:3
S 0.299 -0.006 -0.684 -0.34 0.33 0.20
H -0.458 0.393 -1.719 0.10 -0.30 -0.14
H 0.588 2.191 -0.968 0.05 0.40 0.29
H 0.116 3.705 -0.717 -0.15 -0.38 0.05
O 0.837 3.151 -1.023 0.31 0.08 -0.27
H -1.688 -3.881 3.191 -0.03 -0.08 0.13
H -1.490 -3.133 1.902 -0.04 0.11 -0.27
O -2.038 -3.817 2.300 0.08 0.00 0.09
H -1.522 1.373 -0.043 -0.16 -0.52 -0.05
H -2.279 2.675 -0.104 -0.21 -0.04 -0.01
O -2.437 1.725 -0.072 0.28 0.46 0.11
H 2.238 -1.108 -0.129 -0.09 -0.11 -0.35
H 3.533 -0.436 0.176 0.14 0.14 -0.02
O 3.178 -1.312 0.016 0.06 -0.09 0.26
```
Positions in Å, forces in eV/Å.

Summary:
Energy above the lowest of the compared OMol25 structures with the same formula, charge and spin: 88.54 kJ/mol
Kohn-Sham gap: 7.41 eV
LUMO level: 3.43 eV
Net charge: -1

Löwdin atomic charge list, values in e, 4 entries: S 0.10; H -0.33; H -0.12; H 0.00